1.
{
  "formula": "CH2N2O3",
  "method": "the ωB97M-V functional and the def2-TZVPD basis",
  "symbols": ["C", "N", "N", "O", "O", "O", "H", "H"],
  "xyz": [[0.945, -0.023, 0.069], [-0.856, 1.592, -0.519], [-0.038, -0.923, 0.072], [-1.635, 1.121, 0.155], [-0.940, -0.699, 0.927], [-0.116, -1.799, -0.781], [1.087, 0.651, 0.893], [1.553, 0.079, -0.815]],
  "lumo_energy_ev": [-1.21, -1.62]
}

***

2.
{
  "formula": "CH2N2O3",
  "method": "the ωB97M-V functional and the def2-TZVPD basis",
  "symbols": ["C", "N", "N", "O", "O", "O", "H", "H"],
  "xyz": [[-0.796, 0.454, 0.854], [-0.383, -0.826, 0.304], [0.901, -0.422, -1.211], [0.445, -0.917, -2.164], [1.857, 0.172, -0.900], [0.133, -0.390, 1.497], [-0.330, 1.418, 0.249], [-1.826, 0.511, 1.371]],
  "lumo_energy_ev": [-0.18, -0.40]
}

***

Q: Which E values were calculated for the entries above? A: -10184.796, -10184.490, in eV.